Entry from the OMol25 dataset: one molecule with the formula C26H24N4O4S (the ωB97M-V functional and the def2-TZVPD basis).

XYZ file:
```
59
C26H24N4O4S | the OMol25 dataset | the ωB97M-V functional and the def2-TZVPD basis
C -1.2430 -1.2336 0.0474
N 1.4506 -0.7213 1.2680
H -2.9004 -3.6403 -3.7812
H -2.8480 2.9591 0.2456
C -1.9313 -3.8798 -4.1874
N -2.0181 -2.0029 -2.1193
H -2.9051 5.4174 0.4186
H -4.0849 3.3838 1.4714
H -4.1480 -0.6674 -1.6637
C 5.5666 0.0399 -0.0018
C -2.7414 0.1641 1.2974
H -0.4721 2.1399 2.9506
C -0.9076 -2.6855 -2.2754
H 3.3095 2.1032 2.3359
C -0.0330 -1.9487 -0.1551
O 1.6038 -2.9791 1.2312
C 0.1166 -2.6889 -1.2997
C 0.4702 -4.5084 -5.2611
C -1.5533 -0.5024 1.2110
C -3.0214 3.4078 1.2372
C 3.9418 1.5234 1.6775
O -4.4141 1.4389 2.8995
H 2.1818 0.1035 3.0354
N -0.6196 -4.9186 -5.8851
C 4.9921 2.1339 1.0134
H 2.8281 -1.4936 2.5674
H 1.3777 -3.4557 -3.6330
C -3.6884 0.1371 0.2676
H 6.2006 -0.5408 -0.6554
S -3.0135 1.2105 2.7254
H 6.6254 1.8692 -0.3434
C -0.7817 -3.4553 -3.5208
O -2.2299 0.7202 3.8179
C 4.5196 -0.5705 0.6644
H -2.7438 5.3185 2.2000
C -2.2132 -1.2952 -0.9967
C -0.9005 2.6785 2.1058
C 2.5421 -0.5049 2.1996
H 5.1756 3.1890 1.1526
C 5.8054 1.3932 0.1732
H 4.3309 -1.6263 0.5350
C -3.4347 -0.5954 -0.8583
H -4.6126 0.6748 0.4086
H 1.0106 -3.2760 -1.4385
H -0.6412 4.5951 3.0596
H 1.0584 0.0949 0.8255
N -2.3336 2.6670 2.2690
H 0.6338 4.2005 1.8640
C 1.0815 -1.9534 0.8513
H -0.8875 -0.4887 2.0594
O -1.0868 4.8558 1.0633
C -1.7915 -4.6060 -5.3573
H 1.4066 -4.7792 -5.7310
C -0.4336 4.1369 2.0823
H -2.6570 -4.9578 -5.9032
H -0.6083 2.1897 1.1604
C -2.4848 4.8419 1.2443
C 3.7023 0.1661 1.5134
C 0.4520 -3.7786 -4.0830
```

The multiplicity is 1. The charge is 0. The value obtained for the LUMO energy is -0.91 eV. As for the SMILES: O=C(NCc1ccccc1)c1cc(-c2ccncc2)nc2ccc(S(=O)(=O)N3CCOCC3)cc12. The calculation puts the total energy at -52337.5003 eV. The calculation puts the molar mass at 488.569 g/mol. The calculation puts the HOMO energy at -9.367 eV.


Entry from the OMol25 dataset: C2F3O3S as an isolated structure (the ωB97M-V functional and the def2-TZVPD basis).

XYZ file:
```
9
C2F3O3S | the OMol25 dataset | the ωB97M-V functional and the def2-TZVPD basis
O -0.1005 0.2799 -0.3702
S 1.6245 1.0578 0.7459
O 1.9233 0.1934 1.8506
F -2.2181 1.0779 -0.7379
C -0.8949 -0.8284 -0.3188
F -1.1336 -1.2052 -1.6277
C -1.4912 0.3818 0.2836
F -0.4447 -1.8909 0.3700
O 2.7353 0.9336 -0.1955
```

The multiplicity is 1. The charge is -1. The value obtained for the LUMO energy is 3.59 eV. The calculation puts the total energy at -27202.8313 eV. The calculation puts the molar mass at 161.080 g/mol. The calculation puts the HOMO energy at -4.412 eV.


Entry from the OMol25 dataset: a 3-piece molecular cluster, C23H51ClN4O2Si overall (the ωB97M-V functional and the def2-TZVPD basis).

XYZ file:
```
82
C23H51ClN4O2Si | the OMol25 dataset | the ωB97M-V functional and the def2-TZVPD basis
H 0.8201 3.1838 -1.2809
H -2.9662 -5.9368 0.2129
C 2.9146 0.7121 3.5015
C 4.4077 -0.4822 0.1563
H -3.9998 -6.3421 2.9239
H 1.6955 0.6590 -3.5509
C 0.6348 0.8720 2.4405
H 4.9595 0.7327 4.1560
H -2.1728 3.2211 -3.4807
C -3.5475 -5.6898 2.1743
H -0.0674 2.0124 -6.3586
C 1.2967 0.5397 -4.5494
H -1.6805 1.9466 -5.6573
H 0.0559 0.7018 1.5315
H 4.5622 -0.6605 3.1774
H -2.5644 1.9713 -1.4511
C -4.2459 -4.3291 2.2245
C 0.8046 2.3485 -1.9815
Cl -1.4502 -3.2648 3.8334
H -0.9609 -2.2743 1.2186
O 2.1720 2.2227 0.8604
H 4.6606 -0.3727 -0.8983
C -3.9248 -0.4503 3.1290
O -1.9748 0.3265 -3.1089
H -3.9640 1.6865 2.7994
H -1.2450 1.1439 -0.6215
H 0.6833 3.5287 -4.5454
H -4.7152 -0.6133 2.3931
H -4.5147 -6.3640 0.4844
H 5.9592 0.9155 1.8698
N -0.8378 0.8851 -3.2515
C -1.0942 3.3162 -3.3220
C 1.9863 -1.1610 2.0930
H -4.8983 1.1551 4.2073
H 3.8675 1.8744 -1.1513
H -1.9163 -0.3299 -5.4644
H -3.1368 1.1957 4.2771
N -3.5831 -6.3752 0.8861
C 4.1210 0.9035 0.7654
H 1.3979 -1.5687 2.9178
H 2.5278 0.1663 4.3666
C -1.5105 2.0327 -1.1955
H 1.8269 1.2260 -5.2124
N -2.6311 -0.7065 2.4758
C -3.5632 -3.2590 1.3633
H 1.1671 1.4760 -1.4371
H 3.5605 -1.1535 0.2086
H 1.5328 -0.4760 -4.8674
C -0.2271 0.7608 -4.6221
H 4.3904 2.9718 0.1290
H 1.4977 2.5822 -2.7851
C -0.8485 -0.4535 -5.3069
H 4.8690 2.2395 2.2660
C 4.4964 1.9649 -0.2651
H -5.2785 -4.4676 1.8898
H 5.2533 -0.9627 0.6516
H -4.1146 -1.1397 3.9615
H -1.9113 -0.1645 2.9409
C 4.3919 0.4149 3.2788
H 2.7868 1.7804 3.7013
C -3.9913 0.9805 3.6296
H -4.2840 -2.4990 1.0477
H -0.7781 4.1537 -5.2748
H 1.4745 -1.4132 1.1630
C 2.0593 0.3532 2.2784
H 2.9523 -1.6579 2.1098
H 0.6125 1.9340 2.6676
H -2.4978 -5.5848 2.4568
C 4.9119 1.1655 2.0615
C -0.3853 3.3332 -4.6701
H 0.1716 0.3221 3.2641
N 2.6610 1.0700 1.0942
H -3.2029 -3.7071 0.4324
H -4.3020 -4.0044 3.2672
H 5.5353 1.7962 -0.5573
H -0.9221 4.2475 -2.7752
H -0.3514 -0.5868 -6.2705
H -0.6918 -1.3496 -4.7064
C -0.6170 2.0253 -5.4129
H -1.3353 2.9111 -0.5718
C -0.6367 2.1451 -2.4404
Si -2.1375 -2.3075 2.1056
```

The multiplicity is 3. The charge is 0. The value obtained for the LUMO energy (spin up / spin down) is 0.65 / 0.58 eV. The calculation puts the total energy at -55133.3007 eV. The calculation puts the molar mass at 479.226 g/mol. The calculation puts the HOMO energy (spin up / spin down) at -7.617 / -9.047 eV.


Entry from the OMol25 dataset: a 6-piece molecular cluster, C6H24N12O6 overall (the ωB97M-V functional and the def2-TZVPD basis).

XYZ file:
```
48
C6H24N12O6 | the OMol25 dataset | the ωB97M-V functional and the def2-TZVPD basis
C 21.8275 -8.5240 -11.6385
N 18.2354 -5.6002 -9.4262
N 17.7615 -14.2920 -8.1213
N 20.1492 -11.5168 -9.8670
C 22.8254 -13.9457 -12.2032
O 21.7462 -9.3494 -10.7166
H 17.5090 -14.0949 -9.0705
H 12.6408 -11.8977 -10.5522
H 20.7526 -10.7124 -10.0348
H 19.9748 -16.3618 -9.0856
C 14.6729 -12.0810 -10.5098
N 13.4271 -12.0078 -9.9428
O 14.9179 -12.1193 -11.7133
H 15.6305 -11.8192 -8.6348
N 19.3375 -15.5874 -9.1585
H 19.8082 -8.3923 -11.9326
H 17.3411 -5.9432 -9.7165
H 23.1985 -15.9469 -11.6341
O 22.8781 -13.1539 -13.1323
H 13.4528 -11.9978 -8.9450
H 17.9586 -8.1546 -9.7008
H 20.0585 -10.5591 -12.1572
H 18.8222 -15.5179 -10.0144
N 20.6883 -8.0509 -12.2696
N 15.6915 -12.0734 -9.6052
N 19.4338 -11.3304 -12.0193
C 19.2419 -6.5237 -9.2299
C 19.2737 -11.9175 -10.8097
N 22.2177 -13.6936 -11.0172
O 18.3319 -12.6841 -10.5529
N 18.8569 -7.8088 -9.4232
O 19.2129 -15.4793 -6.8505
H 22.9118 -7.5339 -12.9871
C 18.8360 -15.1178 -7.9660
H 20.0941 -11.9699 -8.9727
H 20.8549 -7.1300 -12.6363
H 18.4344 -4.6441 -9.2102
H 18.8317 -11.5917 -12.7785
O 20.2986 -6.1708 -8.7129
H 16.6550 -12.2614 -9.8729
H 23.8554 -8.6144 -11.9781
N 22.9835 -8.1959 -12.2396
N 23.4603 -15.1744 -12.2245
H 23.8541 -15.5669 -13.0623
H 17.3680 -13.8376 -7.3227
H 22.4863 -14.2415 -10.2205
H 19.4778 -8.5342 -9.0996
H 21.8021 -12.7982 -10.8239
```

The multiplicity is 1. The charge is 0. The value obtained for the LUMO energy is 0.23 eV. As for the SMILES: NC(N)=O.NC(N)=O.NC(N)=O.NC(N)=O.NC(N)=O.NC(N)=O. The calculation puts the total energy at -36783.5028 eV. The calculation puts the molar mass at 360.336 g/mol. The calculation puts the HOMO energy at -9.555 eV.